60
Properties=species:S:1:pos:R:3 method="wB97M-V/def2-TZVPD" e_tot_ev=-31323.216 total_charge=+1 homo_energy_ev=-8.859 lumo_ha=-0.1310 spin_multiplicity=1
Be -1.52 -1.17 1.02
C 0.72 1.03 -2.31
C 1.89 0.71 -1.39
C 2.59 2.10 -1.30
C 3.69 2.14 -0.26
C 3.12 1.73 1.08
C 2.37 0.39 1.10
N 1.43 0.38 -0.03
O 0.63 -0.75 -0.02
C 1.65 0.36 2.42
C 3.43 -0.72 1.07
C 2.83 -0.27 -2.09
H 0.10 1.79 -1.81
H 0.08 0.15 -2.39
H 1.06 1.38 -3.28
H 1.93 2.90 -0.98
H 3.01 2.31 -2.29
H 4.14 3.13 -0.10
H 4.52 1.48 -0.54
H 2.38 2.49 1.39
H 3.83 1.81 1.91
H 0.81 1.06 2.31
H 2.26 0.73 3.24
H 1.13 -0.57 2.60
H 4.16 -0.60 0.26
H 2.98 -1.70 0.96
H 4.06 -0.74 1.97
H 2.44 -1.29 -2.05
H 3.88 -0.21 -1.82
H 2.76 -0.09 -3.17
O -3.69 -0.50 1.62
H -4.44 -0.92 1.19
H -3.99 -0.27 2.51
O -0.99 -0.60 3.32
H -1.26 0.22 3.75
H -0.79 -1.21 4.04
O -2.17 -2.92 -0.36
H -2.30 -3.87 -0.29
H -1.46 -2.82 -1.01
O -2.76 -2.87 2.72
H -3.43 -3.03 3.39
H -2.35 -3.73 2.58
O -1.46 1.55 1.54
H -1.18 2.23 0.92
H -1.84 2.04 2.28
O 0.15 -2.84 1.65
H 0.00 -3.78 1.76
H 1.04 -2.76 1.28
C -3.99 1.18 -1.81
C -2.95 0.09 -2.01
C -2.41 0.09 -3.43
O -1.93 0.20 -1.01
H -3.52 2.16 -1.96
H -4.33 1.24 -0.78
H -4.76 1.10 -2.57
H -3.47 -0.87 -1.95
H -3.25 -0.08 -4.10
H -1.71 -0.72 -3.68
H -1.88 0.99 -3.74
H -1.22 0.75 -1.35

---

62
Properties=species:S:1:pos:R:3 method="wB97M-V/def2-TZVPD" de_lowest_kcal_mol=0.7 e_tot_ev=-48101.425 total_charge=-1 homo_energy_ev=-7.279 lumo_ha=0.0980 spin_multiplicity=1
Cl -0.58 -1.54 -0.37
O -0.60 -2.93 -0.75
O 0.61 -1.27 0.43
O -0.52 -0.69 -1.54
O -1.74 -1.22 0.41
O -3.65 -2.16 2.72
H -4.51 -2.27 2.31
H -3.04 -2.12 1.98
O 3.60 -0.10 0.03
H 3.35 0.81 -0.16
H 2.74 -0.54 0.12
O -0.88 -5.45 -2.32
H 0.08 -5.38 -2.30
H -1.15 -4.60 -1.96
C 3.40 -3.28 -0.83
C 2.54 -3.83 -1.95
C 3.36 -4.46 -3.06
O 1.73 -4.89 -1.43
H 3.99 -2.41 -1.13
H 4.05 -4.06 -0.43
H 2.76 -2.96 0.00
H 1.89 -3.04 -2.34
H 3.92 -3.70 -3.61
H 2.71 -4.95 -3.79
H 4.05 -5.20 -2.65
H 1.13 -4.51 -0.77
C -3.28 3.53 -1.11
C -3.03 2.56 -2.24
C -3.28 1.13 -1.83
O -4.00 2.95 -3.26
H -4.34 3.53 -0.87
H -3.01 4.55 -1.41
H -2.72 3.28 -0.21
H -2.04 2.68 -2.68
H -2.94 0.97 -0.80
H -2.67 0.46 -2.45
H -4.33 0.86 -1.91
H -3.84 2.40 -4.02
C 1.89 3.36 1.19
C 1.18 3.24 -0.14
C 1.73 4.21 -1.17
O 1.31 1.91 -0.65
H 1.39 2.81 1.99
H 1.99 4.41 1.48
H 2.91 2.96 1.12
H 0.11 3.42 0.04
H 2.81 4.04 -1.24
H 1.48 5.24 -0.91
H 1.33 4.00 -2.16
H 0.52 1.38 -0.52
C -1.81 0.88 3.31
C -0.36 0.52 3.67
C -0.06 0.75 5.13
O -0.07 -0.83 3.39
H -1.91 1.97 3.27
H -2.49 0.46 4.06
H -2.07 0.48 2.33
H 0.30 1.16 3.07
H -0.45 -0.08 5.73
H -0.48 1.70 5.47
H 1.02 0.77 5.28
H -0.02 -0.92 2.43

---

75
Properties=species:S:1:pos:R:3 method="wB97M-V/def2-TZVPD" e_tot_ev=-55377.990 s_squared=0.7731 homo_energy_ev="-4.963 / -6.908" lumo_ha="-0.0664 / -0.0765" spin_multiplicity=2
Li -17.68 23.86 17.91
Li -17.12 21.38 15.94
Li -14.37 21.30 24.72
C -15.17 19.68 19.46
C -14.79 19.96 20.74
C -15.30 21.16 21.50
O -14.76 21.54 22.62
C -16.24 22.00 21.06
C -16.85 21.71 19.73
C -16.21 20.49 18.84
O -16.61 20.32 17.68
O -17.75 22.44 19.27
O -13.81 19.15 21.15
H -14.78 18.85 18.88
H -16.54 22.90 21.58
O -13.82 24.50 22.69
H -13.55 23.75 22.15
H -14.67 24.75 22.33
O -20.56 23.00 17.40
H -20.20 22.57 18.18
H -21.50 22.91 17.50
O -13.15 17.75 23.72
H -13.26 18.34 22.97
H -13.93 17.20 23.71
O -12.13 17.43 17.74
H -11.72 16.74 17.21
H -12.76 16.97 18.29
O -14.48 18.23 15.81
H -15.08 17.65 15.35
H -14.97 18.53 16.58
O -19.49 23.32 21.10
H -20.13 22.62 20.98
H -18.86 23.19 20.39
O -11.24 17.73 20.84
H -11.76 16.93 20.86
H -11.88 18.44 20.80
O -12.06 20.06 19.00
H -12.90 20.04 19.47
H -12.00 19.20 18.59
C -19.04 22.87 24.62
O -19.17 22.93 25.81
N -17.93 22.53 24.06
N -20.04 22.99 23.78
H -17.11 22.35 24.62
H -17.86 22.42 23.06
H -20.85 23.19 24.35
H -19.95 23.17 22.79
C -13.79 15.53 20.33
O -12.82 15.43 21.07
N -14.32 16.55 19.72
N -14.45 14.47 19.84
H -15.04 16.42 19.02
H -14.18 17.44 20.17
H -14.90 14.57 18.94
H -14.36 13.55 20.26
C -16.78 26.04 21.81
O -16.20 25.76 20.80
N -17.94 25.62 22.24
N -16.25 26.94 22.63
H -18.48 25.02 21.64
H -18.30 25.89 23.15
H -16.73 27.23 23.47
H -15.28 27.21 22.48
C -13.65 24.45 19.44
C -14.32 24.73 18.12
C -14.27 23.56 17.21
O -15.73 25.07 18.22
H -13.73 25.18 20.24
H -12.59 24.40 19.17
H -14.09 23.51 19.76
H -13.86 25.65 17.76
H -13.29 23.08 17.16
H -14.62 23.97 16.26
H -15.02 22.80 17.39
H -15.81 25.40 19.12

---

56
Properties=species:S:1:pos:R:3 method="wB97M-V/def2-TZVPD" smiles=CCP([PH4])CC.CCO.CCO.CCO.CCO e_tot_ev=-39823.654 homo_energy_ev=-6.869 lumo_ha=0.0298 spin_multiplicity=1
C 4.91 -2.13 -0.35
C 3.40 -2.37 -0.49
P 2.34 -0.99 0.14
P 3.29 1.01 -0.49
C 0.82 -1.09 -0.91
C -0.46 -1.35 -0.10
H 5.19 -1.09 -0.50
H 5.45 -2.72 -1.08
H 5.26 -2.42 0.64
H 3.15 -3.25 0.12
H 3.14 -2.63 -1.52
H 3.83 1.10 0.82
H 3.98 0.49 -1.63
H 1.99 1.51 -0.71
H 3.85 2.33 -0.80
H 0.95 -1.87 -1.66
H 0.73 -0.14 -1.45
H -0.23 -1.85 0.84
H -0.95 -0.40 0.14
H -1.16 -1.98 -0.65
C -4.34 -3.65 2.33
C -4.02 -3.38 0.87
O -2.68 -3.73 0.55
H -3.65 -3.12 2.98
H -5.36 -3.34 2.57
H -4.25 -4.71 2.56
H -4.10 -2.31 0.66
H -4.72 -3.90 0.21
H -2.57 -4.67 0.71
C 0.42 5.55 -1.21
C 1.57 4.57 -1.08
O 1.55 3.58 -2.10
H -0.53 5.03 -1.18
H 0.44 6.29 -0.40
H 0.49 6.09 -2.16
H 1.50 4.03 -0.13
H 2.53 5.10 -1.08
H 1.61 4.02 -2.96
C -1.65 3.32 -4.25
C -0.73 4.16 -5.11
O 0.64 3.80 -4.93
H -1.38 3.40 -3.20
H -2.69 3.63 -4.38
H -1.58 2.26 -4.53
H -0.79 5.21 -4.82
H -1.00 4.09 -6.17
H 0.75 2.88 -5.18
C -1.02 -2.17 5.29
C -2.18 -2.70 6.10
O -2.68 -3.94 5.60
H -1.31 -2.04 4.25
H -0.68 -1.21 5.68
H -0.18 -2.87 5.32
H -3.02 -2.01 6.06
H -1.89 -2.82 7.15
H -1.97 -4.58 5.62

---

61
Properties=species:S:1:pos:R:3 method="wB97M-V/def2-TZVPD" de_lowest_kcal_mol=0.0 e_tot_ev=-99876.219 total_charge=-1 homo_energy_ev=-5.792 lumo_ha=0.1013 spin_multiplicity=1
Br 1.20 -1.76 0.37
O 3.91 -1.28 -1.87
H 3.51 -1.05 -1.02
H 3.19 -1.71 -2.35
O 0.80 -5.16 1.33
H 1.09 -4.26 1.11
H 1.09 -5.69 0.58
O 1.70 -2.69 -2.84
H 1.52 -2.58 -1.88
H 1.07 -3.35 -3.14
C 0.01 2.58 -1.68
C -1.12 1.53 -1.84
C -2.01 1.78 -3.08
O -2.89 2.90 -3.04
C -2.29 4.18 -3.00
N -0.46 0.25 -2.11
H -0.35 3.54 -1.30
H 0.48 2.78 -2.65
H 0.73 2.24 -0.92
H -1.76 1.59 -0.96
H -2.69 0.93 -3.13
H -1.40 1.77 -3.99
H -1.33 4.26 -3.51
H -2.13 4.44 -1.95
H -2.96 4.87 -3.51
H 0.22 0.04 -1.38
H 0.04 0.33 -2.99
C 2.44 -0.36 4.09
C 2.50 0.96 3.33
C 3.78 1.06 2.51
O 3.97 2.39 2.07
C 5.15 2.57 1.31
N 1.27 1.07 2.53
H 1.52 -0.60 4.63
H 3.27 -0.37 4.80
H 2.62 -1.24 3.47
H 2.49 1.80 4.03
H 3.65 0.38 1.65
H 4.67 0.66 3.01
H 5.57 3.57 1.42
H 4.80 2.52 0.27
H 5.91 1.81 1.51
H 1.20 0.19 2.02
H 1.44 1.76 1.80
C -4.48 -3.27 -0.15
C -3.08 -2.67 -0.36
C -2.97 -1.17 -0.22
O -3.40 -0.81 1.09
C -3.15 0.55 1.42
N -2.20 -3.35 0.63
H -4.72 -3.29 0.92
H -4.55 -4.31 -0.47
H -5.27 -2.68 -0.62
H -2.73 -2.91 -1.37
H -3.55 -0.63 -0.99
H -1.91 -0.92 -0.30
H -3.48 1.25 0.64
H -2.11 0.68 1.73
H -3.86 0.74 2.24
H -2.63 -2.98 1.49
H -1.32 -2.84 0.64

---

81
Properties=species:S:1:pos:R:3 method="wB97M-V/def2-TZVPD" de_lowest_kcal_mol=0.0 e_tot_ev=-146599.246 homo_energy_ev=-9.046 lumo_ha=-0.0049 spin_multiplicity=1
Ca -2.10 -1.50 -2.37
Ca 1.55 0.70 -2.01
S 0.19 -1.35 -0.47
O 1.06 -2.38 0.07
O -1.24 -1.53 -0.26
O 0.65 -0.02 -0.02
O 0.23 -1.17 -1.93
S -1.35 0.76 -3.88
O -1.75 1.59 -5.00
O -1.10 -0.66 -4.28
O -0.16 1.27 -3.18
O -2.47 0.60 -2.91
C 2.00 -5.44 -0.34
O 2.34 -4.70 0.80
H 2.89 -5.85 -0.84
H 1.30 -6.26 -0.17
H 1.61 -4.78 -1.13
H 1.92 -3.83 0.71
C -0.58 -3.06 2.86
O 0.53 -2.18 2.84
H -0.34 -3.84 3.59
H -1.50 -2.57 3.19
H -0.75 -3.45 1.86
H 0.65 -1.92 1.90
C -0.95 1.32 2.41
O 0.46 1.58 2.35
H -1.50 2.17 2.00
H -1.13 0.40 1.86
H -1.22 1.13 3.45
H 0.80 1.09 1.59
C -0.21 6.07 -2.16
O 0.47 4.82 -2.03
P 0.50 3.99 -0.67
O 1.32 2.76 -0.78
O 1.10 5.03 0.38
C 1.04 4.80 1.80
O -1.03 3.82 -0.27
C -1.77 2.68 -0.73
H 0.47 6.81 -2.60
H -0.61 6.43 -1.22
H -0.90 5.92 -3.00
H 1.64 5.57 2.28
H 1.40 3.80 2.01
H 0.00 4.93 2.11
H -1.09 1.85 -0.92
H -2.26 2.94 -1.67
H -2.56 2.40 -0.04
C 4.46 1.18 2.19
O 5.39 1.18 1.13
P 4.91 0.54 -0.29
O 3.57 0.97 -0.77
O 6.14 1.01 -1.22
C 5.98 2.20 -1.98
O 5.17 -1.01 -0.17
C 4.21 -1.86 0.49
H 4.26 0.23 2.70
H 3.43 1.42 1.86
H 4.70 2.01 2.85
H 5.47 1.91 -2.90
H 6.96 2.63 -2.19
H 5.43 3.04 -1.54
H 4.71 -2.64 1.05
H 3.62 -2.35 -0.28
H 3.45 -1.39 1.13
C -3.11 -4.48 0.66
O -3.89 -3.38 1.16
P -4.63 -2.43 0.12
O -3.85 -2.12 -1.10
O -6.02 -3.14 -0.10
C -6.94 -2.48 -1.02
O -4.97 -1.15 1.01
C -4.07 -0.03 0.99
H -2.64 -5.00 1.48
H -2.44 -4.12 -0.11
H -3.76 -5.28 0.28
H -7.90 -2.38 -0.54
H -6.97 -3.10 -1.92
H -6.60 -1.48 -1.27
H -4.56 0.82 0.51
H -3.11 -0.30 0.54
H -3.92 0.24 2.04

---

22
Properties=species:S:1:pos:R:3 method="wB97M-V/def2-TZVPD" smiles="O=C=Nc1cc(C(=O)[O-])c2c(c1Br)C(=O)C=CC2=O" e_tot_ev=-94263.840 total_charge=-1 homo_energy_ev=-4.777 lumo_ha=0.0582 spin_multiplicity=1
O 4.37 -1.99 0.07
C 3.76 -1.38 -0.68
N 3.11 -0.74 -1.49
C 1.83 -0.32 -0.94
C 1.72 0.94 -0.40
C 0.53 1.37 0.15
C 0.60 2.82 0.67
O -0.17 3.67 0.18
O 1.53 3.00 1.49
C -0.58 0.52 0.19
C -0.48 -0.78 -0.39
C 0.73 -1.17 -0.94
Br 1.03 -2.90 -1.70
C -1.67 -1.68 -0.40
O -1.76 -2.70 -1.04
C -2.83 -1.28 0.42
C -2.93 -0.09 0.98
C -1.86 0.93 0.85
O -2.08 2.02 1.32
H 2.58 1.59 -0.42
H -3.63 -1.99 0.51
H -3.80 0.17 1.56

---

66
Properties=species:S:1:pos:R:3 method="wB97M-V/def2-TZVPD" de_lowest_kcal_mol=100.5 e_tot_ev=-67168.258 total_charge=-1 homo_energy_ev=-5.725 lumo_ha=-0.0564 spin_multiplicity=1
Al -0.27 -1.07 0.03
B 0.29 -3.86 1.36
H 0.43 -4.82 1.83
H -0.57 -3.35 1.77
H 1.14 -3.20 1.35
H -0.03 -4.12 0.36
B 0.55 1.14 -1.82
H 1.25 0.33 -1.96
H -0.43 0.96 -2.22
H 0.42 1.33 -0.76
H 0.98 2.00 -2.32
B -2.85 -1.11 2.17
H -2.19 -1.95 1.97
H -2.84 -1.00 3.24
H -2.59 -0.18 1.70
H -3.88 -1.30 1.89
B -2.16 -3.78 -0.67
H -1.25 -3.97 -1.21
H -2.07 -4.18 0.32
H -2.25 -2.71 -0.55
H -3.04 -4.23 -1.11
C -1.04 3.51 4.83
C 0.51 3.53 5.10
C 1.19 2.87 3.88
S -0.03 2.49 2.56
O 0.17 1.20 1.91
O -0.37 3.69 1.75
C -1.37 2.34 3.82
H -1.36 4.47 4.44
H -1.48 3.35 5.82
H 0.67 3.08 6.08
H 0.76 4.59 5.20
H 1.66 1.92 4.12
H 2.03 3.43 3.46
H -1.35 1.30 4.16
H -2.35 2.46 3.36
C -4.29 -1.06 -3.74
C -3.68 -0.34 -4.96
C -2.21 -0.29 -4.62
S -1.83 -1.93 -3.95
O -1.02 -1.64 -2.75
O -1.38 -2.78 -5.02
C -3.60 -2.41 -3.61
H -5.35 -1.15 -3.98
H -4.24 -0.63 -2.74
H -4.06 0.68 -4.96
H -3.77 -0.85 -5.91
H -2.11 0.48 -3.85
H -1.45 0.05 -5.32
H -3.51 -2.83 -2.61
H -3.90 -3.16 -4.34
C 5.29 1.71 -1.03
C 5.68 0.23 -0.83
C 5.08 -0.27 0.46
S 3.53 0.63 0.80
O 3.66 1.40 1.98
O 2.36 -0.27 0.61
C 3.81 1.89 -0.64
H 5.48 2.00 -2.06
H 5.83 2.43 -0.43
H 6.74 -0.01 -0.81
H 5.26 -0.30 -1.69
H 5.80 0.28 1.07
H 5.06 -1.35 0.60
H 3.37 2.71 -0.06
H 3.15 1.63 -1.47

---

Repeat the sixth record exactly.
81
Properties=species:S:1:pos:R:3 method="wB97M-V/def2-TZVPD" de_lowest_kcal_mol=0.0 e_tot_ev=-146599.246 homo_energy_ev=-9.046 lumo_ha=-0.0049 spin_multiplicity=1
Ca -2.10 -1.50 -2.37
Ca 1.55 0.70 -2.01
S 0.19 -1.35 -0.47
O 1.06 -2.38 0.07
O -1.24 -1.53 -0.26
O 0.65 -0.02 -0.02
O 0.23 -1.17 -1.93
S -1.35 0.76 -3.88
O -1.75 1.59 -5.00
O -1.10 -0.66 -4.28
O -0.16 1.27 -3.18
O -2.47 0.60 -2.91
C 2.00 -5.44 -0.34
O 2.34 -4.70 0.80
H 2.89 -5.85 -0.84
H 1.30 -6.26 -0.17
H 1.61 -4.78 -1.13
H 1.92 -3.83 0.71
C -0.58 -3.06 2.86
O 0.53 -2.18 2.84
H -0.34 -3.84 3.59
H -1.50 -2.57 3.19
H -0.75 -3.45 1.86
H 0.65 -1.92 1.90
C -0.95 1.32 2.41
O 0.46 1.58 2.35
H -1.50 2.17 2.00
H -1.13 0.40 1.86
H -1.22 1.13 3.45
H 0.80 1.09 1.59
C -0.21 6.07 -2.16
O 0.47 4.82 -2.03
P 0.50 3.99 -0.67
O 1.32 2.76 -0.78
O 1.10 5.03 0.38
C 1.04 4.80 1.80
O -1.03 3.82 -0.27
C -1.77 2.68 -0.73
H 0.47 6.81 -2.60
H -0.61 6.43 -1.22
H -0.90 5.92 -3.00
H 1.64 5.57 2.28
H 1.40 3.80 2.01
H 0.00 4.93 2.11
H -1.09 1.85 -0.92
H -2.26 2.94 -1.67
H -2.56 2.40 -0.04
C 4.46 1.18 2.19
O 5.39 1.18 1.13
P 4.91 0.54 -0.29
O 3.57 0.97 -0.77
O 6.14 1.01 -1.22
C 5.98 2.20 -1.98
O 5.17 -1.01 -0.17
C 4.21 -1.86 0.49
H 4.26 0.23 2.70
H 3.43 1.42 1.86
H 4.70 2.01 2.85
H 5.47 1.91 -2.90
H 6.96 2.63 -2.19
H 5.43 3.04 -1.54
H 4.71 -2.64 1.05
H 3.62 -2.35 -0.28
H 3.45 -1.39 1.13
C -3.11 -4.48 0.66
O -3.89 -3.38 1.16
P -4.63 -2.43 0.12
O -3.85 -2.12 -1.10
O -6.02 -3.14 -0.10
C -6.94 -2.48 -1.02
O -4.97 -1.15 1.01
C -4.07 -0.03 0.99
H -2.64 -5.00 1.48
H -2.44 -4.12 -0.11
H -3.76 -5.28 0.28
H -7.90 -2.38 -0.54
H -6.97 -3.10 -1.92
H -6.60 -1.48 -1.27
H -4.56 0.82 0.51
H -3.11 -0.30 0.54
H -3.92 0.24 2.04